#one
ORCA calculation (ωB97M-V with the def2-TZVPD basis set) on a single C11H22N4O4 molecule.

Last columns: bonded neighbours and bond lengths (Å).
Positions of all 41 atoms, in Å:
1 N 2.41414 2.87784 0.33557  C2 1.530, H20 0.997, H21 1.034
2 C 3.38118 1.73394 0.02171  N1 1.530, C3 1.569, H22 1.072, H23 1.147
3 C 3.23672 0.64340 1.14083  C2 1.569, C4 1.545, H24 1.123, H25 1.094
4 C 3.51990 -0.75629 0.55194  C3 1.545, C5 1.535, H26 1.081, H27 1.133
5 C 2.24071 -1.48988 0.12425  C4 1.535, C6 1.531, H28 1.122, H29 1.088
6 C 1.51675 -0.91505 -1.09599  C5 1.531, N7 1.424, C8 1.516, H30 1.141
7 N 1.06113 0.42263 -0.92241  C6 1.424, H31 1.009, H32 1.067
8 C 0.41535 -1.86698 -1.51878  C6 1.516, O9 1.219, N10 1.362
9 O 0.55141 -2.77918 -2.31513  C8 1.219
10 N -0.78398 -1.69358 -0.89617  C8 1.362, C11 1.396, H33 1.094
11 C -1.22915 -1.05950 0.26571  N10 1.396, C12 1.487, C17 1.579, H34 1.037
12 C -2.18443 0.04344 -0.02187  C11 1.487, C13 1.538, H35 1.058, H36 1.091
13 C -3.72197 0.00143 -0.01947  C12 1.538, C14 1.537, H37 1.082, H38 1.086
14 C -4.36476 1.32824 -0.45395  C13 1.537, N15 1.377, O16 1.204
15 N -3.53219 2.22670 -1.08332  C14 1.377, H39 1.034, H40 0.956
16 O -5.48200 1.65427 -0.14650  C14 1.204
17 C -2.15886 -2.06544 1.05038  C11 1.579, O18 1.205, O19 1.359
18 O -2.70793 -3.01270 0.54703  C17 1.205
19 O -2.32900 -1.88077 2.38639  C17 1.359, H41 0.981
20 H 2.46777 3.14300 1.29495  N1 0.997
21 H 1.46179 2.47984 0.27985  N1 1.034
22 H 4.30410 2.26876 -0.08122  C2 1.072
23 H 3.04587 1.23899 -0.95730  C2 1.147
24 H 3.82237 0.86733 2.07197  C3 1.123
25 H 2.19350 0.62111 1.46795  C3 1.094
26 H 4.19267 -0.64442 -0.28639  C4 1.081
27 H 4.06789 -1.53137 1.17110  C4 1.133
28 H 1.50019 -1.20424 0.91788  C5 1.122
29 H 2.47994 -2.54125 0.26679  C5 1.088
30 H 2.20852 -0.88419 -2.00288  C6 1.141
31 H 0.21924 0.45071 -1.47804  N7 1.009
32 H 0.88088 0.54733 0.12227  N7 1.067
33 H -1.36745 -2.45569 -1.42192  N10 1.094
34 H -0.36996 -0.65074 0.67804  C11 1.037
35 H -1.92883 0.87344 0.58201  C12 1.058
36 H -2.17069 0.59458 -0.96292  C12 1.091
37 H -4.31531 -0.29666 0.83443  C13 1.082
38 H -4.15744 -0.62268 -0.79372  C13 1.086
39 H -3.66005 3.24409 -0.94735  N15 1.034
40 H -2.60414 2.01697 -1.17886  N15 0.956
41 H -2.11390 -0.92744 2.47311  O19 0.981

* frontier orbital gap: 9.345 eV
* E_HOMO: -0.3502 Ha
* net charge: 0
* SMILES: NCCCC[C@H](N)C(=O)N[C@@H](CCC(N)=O)C(=O)O

#two
ORCA calculation (ωB97M-V with the def2-TZVPD basis set) on a single C11H22N4O4 molecule.

Last columns: bonded neighbours and bond lengths (Å).
Positions of all 41 atoms, in Å:
1 N 4.71116 0.04568 -0.26760  C2 1.481, H20 0.953, H21 1.020
2 C 4.15322 1.29399 0.30182  N1 1.481, C3 1.471, H22 1.184, H23 1.114
3 C 2.86430 1.07086 0.97398  C2 1.471, C4 1.562, H24 1.049, H25 1.102
4 C 1.80950 0.34014 0.08400  C3 1.562, C5 1.588, H26 1.119, H27 1.171
5 C 1.65706 -1.21502 0.36639  C4 1.588, C6 1.567, H28 1.074, H29 1.127
6 C 0.21592 -1.68511 -0.03063  C5 1.567, N7 1.359, C17 1.524, H30 1.109
7 N -0.66521 -1.60072 1.00087  C6 1.359, C8 1.362, H31 1.003
8 C -1.93744 -1.13184 1.13030  N7 1.362, O9 1.221, C10 1.578
9 O -2.49055 -1.10325 2.21815  C8 1.221
10 C -2.74653 -0.66505 -0.14180  C8 1.578, N11 1.462, C12 1.548, H32 1.064
11 N -3.88565 -1.53053 -0.44324  C10 1.462, H33 1.026, H34 1.035
12 C -3.36355 0.72925 0.12289  C10 1.548, C13 1.508, H35 1.047, H36 1.078
13 C -2.36052 1.78680 0.50806  C12 1.508, C14 1.509, H37 1.065, H38 1.079
14 C -1.55781 2.23534 -0.68797  C13 1.509, N15 1.363, O16 1.202
15 N -1.46635 3.54806 -1.04329  C14 1.363, H39 1.053, H40 1.070
16 O -1.05085 1.44516 -1.43820  C14 1.202
17 C 0.30331 -3.06577 -0.67053  C6 1.524, O18 1.240, O19 1.350
18 O 1.17920 -3.91701 -0.45548  C17 1.240
19 O -0.58383 -3.18188 -1.68108  C17 1.350, H41 0.963
20 H 4.27206 -0.13184 -1.09422  N1 0.953
21 H 5.71603 0.21821 -0.30932  N1 1.020
22 H 4.17378 2.23293 -0.41935  C2 1.184
23 H 4.79016 1.65257 1.14188  C2 1.114
24 H 2.53302 2.03855 1.20671  C3 1.049
25 H 3.08327 0.45406 1.86042  C3 1.102
26 H 0.79461 0.78794 0.23113  C4 1.119
27 H 1.93418 0.51608 -1.06676  C4 1.171
28 H 1.70414 -1.35657 1.43014  C5 1.074
29 H 2.43035 -1.83772 -0.16659  C5 1.127
30 H -0.13441 -0.94576 -0.77990  C6 1.109
31 H -0.45748 -2.12222 1.83260  N7 1.003
32 H -2.01180 -0.59562 -0.90864  C10 1.064
33 H -4.23545 -1.77475 0.49024  N11 1.026
34 H -3.64620 -2.32649 -1.05952  N11 1.035
35 H -3.81360 0.99516 -0.78374  C12 1.047
36 H -4.05923 0.57035 0.93058  C12 1.078
37 H -2.97344 2.58254 0.86158  C13 1.065
38 H -1.78083 1.45017 1.35306  C13 1.079
39 H -1.83310 4.33150 -0.44239  N15 1.053
40 H -0.97907 3.80527 -1.96056  N15 1.070
41 H -0.29238 -3.94341 -2.19401  O19 0.963

* frontier orbital gap: 9.724 eV
* E_HOMO: -0.3331 Ha
* net charge: 0
* SMILES: NCCCC[C@H](NC(=O)[C@@H](N)CCC(N)=O)C(=O)O

Ranking the structures above by energy, #two is first and the second is 218.6 kJ/mol behind.